C5H14N2O | the ωB97M-V functional and the def2-TZVPD basis

Last column: Löwdin charge in e.
Atoms and positions in Å:
C 0.97171 -0.06413 1.01989  -0.400
C 1.37851 -0.81782 -1.40583  -0.019
C -0.09556 0.55002 1.93045  -0.051
C 0.58420 0.04812 -0.46023  -0.440
N 2.29193 0.56044 1.14554  0.051
O 0.05354 1.10950 -0.87340  -0.020
H 1.09984 -1.12498 1.26097  0.140
H 2.62933 0.48644 2.09949  0.077
H 2.22596 1.54639 0.91177  0.085
H 2.44237 -0.62112 -1.26937  0.086
H 1.19989 -1.87224 -1.19213  0.084
H 1.10555 -0.60852 -2.43891  0.088
H 0.23166 0.51353 2.96973  0.075
H -1.04178 0.01715 1.84409  0.075
H -0.26133 1.59127 1.65469  0.082
C -2.50672 0.24488 -1.05167  -0.210
N -1.98291 -1.04757 -0.80815  -0.061
H -1.70935 -1.46416 -1.69812  0.068
H -0.97905 -0.91291 -0.35847  0.062
H -1.48858 0.94753 -1.12451  0.094
H -3.08917 0.31045 -1.96854  0.072
H -3.06005 0.60773 -0.18728  0.062

As for the charge: 0. The calculation puts the total energy at -10438.1615 eV. The value obtained for the relative energy (zero: lowest compared OMol25 entry of this formula, charge and spin) is 276.58 kJ/mol. As for the SMILES: CC(=O)[C@H](C)N.CN.

C5H14N2O | the ωB97M-V functional and the def2-TZVPD basis

Last column: Löwdin charge in e.
Atoms and positions in Å:
C -0.53442 0.37411 -0.22657  -0.456
C 1.20878 -1.07077 0.35005  -0.303
C -0.76712 -0.28233 0.99545  -0.092
C -0.12997 1.81732 -0.26502  -0.023
C 2.30679 -0.39765 -0.42124  -0.107
N -0.91040 -0.17057 -1.40502  0.154
N -2.61985 0.47572 1.25104  -0.095
O 0.82871 -2.25471 -0.33403  -0.072
H 0.38431 -2.84345 0.28497  0.089
H 1.49947 -1.27788 1.38426  0.113
H -0.51533 0.14828 -2.27542  0.112
H -1.12550 -1.15831 -1.41742  0.111
H -2.58364 1.46941 1.48418  -0.050
H -3.15962 0.42253 0.38620  -0.047
H -1.14996 -1.29054 1.01616  0.091
H -0.42322 0.16637 1.91127  0.097
H 0.75690 1.94013 -0.89125  0.076
H -0.93361 2.41907 -0.69102  0.092
H 0.08612 2.19118 0.73222  0.090
H 1.96601 -0.12900 -1.42541  0.067
H 3.17764 -1.05491 -0.53635  0.078
H 2.63793 0.50601 0.09292  0.077

As for the charge: 0. The calculation puts the total energy at -10435.3252 eV. The value obtained for the relative energy (zero: lowest compared OMol25 entry of this formula, charge and spin) is 550.24 kJ/mol.

C5H14N2O | the ωB97M-V functional and the def2-TZVPD basis

Last column: Löwdin charge in e.
Atoms and positions in Å:
C 1.27518 -1.68610 -1.58428  -0.070
C 0.42426 -1.01641 -0.50964  -0.379
C -0.70252 -0.20856 -1.15223  -0.156
C -1.63466 0.50220 -0.19314  -0.272
O -2.44082 1.38787 -0.96866  -0.068
N 1.32888 -0.19295 0.37262  -0.021
C 0.99102 -0.12126 1.84888  -0.478
N 0.64776 1.19340 2.14767  0.024
H 2.07799 -2.24887 -1.11975  0.074
H 1.72856 -0.96243 -2.26708  0.082
H 0.67576 -2.33287 -2.22289  0.078
H 0.00256 -1.80204 0.11427  0.134
H -1.30559 -0.83218 -1.82628  0.128
H -0.28226 0.56090 -1.82436  0.131
H -2.29474 -0.20832 0.33339  0.123
H -1.10882 1.01551 0.60844  0.079
H -2.81972 2.04652 -0.38221  0.083
H 1.08385 0.77666 0.15995  0.021
H 1.87547 -0.48204 2.38250  0.091
H 0.16971 -0.83284 2.01261  0.111
H 2.56861 1.01858 0.81104  0.293
H 1.38400 1.64711 2.68950  -0.011

As for the charge: 0. The calculation puts the total energy at -10433.8515 eV. The value obtained for the relative energy (zero: lowest compared OMol25 entry of this formula, charge and spin) is 692.43 kJ/mol.

C5H14N2O | the ωB97M-V functional and the def2-TZVPD basis

Last column: Löwdin charge in e.
Atoms and positions in Å:
C 0.32884 0.53056 0.54959  -0.199
C -1.21024 -1.18801 0.58588  -0.210
C -0.06057 2.28071 -1.16573  -0.114
C 0.52282 -1.02905 -1.26484  -0.103
C -0.51245 -2.38283 1.23010  -0.095
N 0.89805 1.80686 -0.19413  -0.224
N -0.36031 -0.31243 -0.37157  -0.207
O 1.01399 2.82385 0.82085  -0.080
H 1.93648 3.10052 0.77218  0.089
H 1.23560 0.10240 0.99749  0.121
H -0.35363 0.95276 1.29429  0.117
H -2.00414 -1.53598 -0.07452  0.105
H -1.69847 -0.60367 1.35637  0.102
H 0.22254 3.26226 -1.52187  0.077
H -1.09262 2.28802 -0.71069  0.099
H -0.09973 1.57938 -1.99954  0.067
H 1.31111 -1.59991 -0.74368  0.085
H -0.07088 -1.71559 -1.87307  0.092
H 1.04895 -0.30200 -1.89081  0.079
H -0.08590 -3.04276 0.49128  0.058
H 0.26516 -2.05770 1.91425  0.070
H -1.23460 -2.95740 1.79816  0.071

As for the charge: 0. The calculation puts the total energy at -10437.1167 eV. The value obtained for the relative energy (zero: lowest compared OMol25 entry of this formula, charge and spin) is 377.38 kJ/mol. As for the SMILES: CCN(C)CN(C)O.

C5H14N2O | the ωB97M-V functional and the def2-TZVPD basis

Last column: Löwdin charge in e.
Atoms and positions in Å:
C 0.55969 -0.32643 0.52093  -0.139
N -0.46845 0.48638 0.01487  0.141
C -0.15128 1.69428 -0.75716  -0.109
C -1.15408 2.78321 -0.48181  -0.239
O -0.72794 3.91689 -1.22626  -0.035
C 0.05087 -1.82398 0.48786  -0.214
N 1.17365 -2.64788 0.84508  -0.104
C 0.87104 -4.06272 0.51596  -0.096
H 1.54120 -0.21420 0.06616  0.143
H 0.74676 -0.12626 1.58126  0.160
H -1.24516 0.68935 0.64549  0.175
H -0.11083 1.41401 -1.81602  0.164
H 0.87008 2.00387 -0.51220  0.152
H -2.10878 2.53508 -0.96612  0.134
H -1.37113 3.06086 0.55241  0.136
H -0.85668 4.73510 -0.74683  0.101
H -0.82781 -1.82473 1.14633  0.128
H -0.30910 -2.06072 -0.51398  0.127
H 1.25047 -2.62251 1.86003  0.117
H 0.97650 -4.14305 -0.56798  0.086
H 1.56469 -4.76227 0.97006  0.087
H -0.15520 -4.34704 0.76572  0.084

As for the charge: +1. The calculation puts the total energy at -10430.2917 eV. Its multiplicity is 2. The value obtained for the relative energy (zero: lowest compared OMol25 entry of this formula, charge and spin) is 182.39 kJ/mol.

C5H14N2O2 | the ωB97M-V functional and the def2-TZVPD basis

Last column: Löwdin charge in e.
Atoms and positions in Å:
C -1.72268 -0.22522 -0.12620  -0.756
C -3.03400 -1.01378 -0.14382  -0.006
N -1.21328 -0.15153 1.21528  0.113
O -1.93195 1.11202 -0.59152  -0.013
O -0.82243 -0.86910 -0.95300  -0.008
H -2.12452 1.07259 -1.53598  0.096
H 0.06454 -0.45682 -0.83178  0.042
H -1.89455 0.29262 1.81869  0.085
H -0.36977 0.41271 1.22306  0.064
H -2.87022 -1.96381 0.35255  0.083
H -3.33172 -1.19310 -1.17341  0.083
H -3.80967 -0.45462 0.37061  0.080
C 1.58105 1.84572 -0.93774  -0.110
C 2.37587 -1.30281 0.89406  -0.062
C 2.43848 0.07484 0.34649  -0.219
N 1.54204 0.51718 -0.41241  -0.062
H 3.30512 0.68177 0.64590  0.122
H 2.42311 2.43993 -0.56175  0.077
H 1.64165 1.78081 -2.02389  0.086
H 0.63922 2.33636 -0.68716  0.076
H 3.24044 -1.87105 0.55496  0.077
H 2.40945 -1.26792 1.98274  0.080
H 1.46380 -1.79677 0.57423  0.072

As for the charge: 0. The calculation puts the total energy at -12487.3013 eV. The value obtained for the relative energy (zero: lowest compared OMol25 entry of this formula, charge and spin) is 99.06 kJ/mol. As for the SMILES: CC(N)(O)O.C/C=N/C.